1.
A structure of composition C32H49AsMnNO5S3Si3. Source: the OMol25 dataset; level of theory: ωB97M-V/def2-TZVPD.

Each line ends with the Löwdin charge.
Positions of all 95 atoms, in Å:
Mn1 0.14867 0.16619 0.96189  0.701
O1 -1.53237 -0.76237 1.59146  -0.598
S1 -2.12597 -2.03224 2.21737  1.108
C1 -3.36779 -2.60487 1.04165  -0.296
C2 -4.51043 -1.65673 0.69375  -0.183
C3 -4.08697 -0.26415 0.21819  -0.219
C4 -3.19510 -0.29392 -1.01780  -0.273
S2 -2.13596 1.15464 -1.29799  1.110
O2 -0.84029 0.90044 -0.51654  -0.641
C5 -3.01762 2.42722 -0.44216  -0.416
C6 -3.91433 3.16069 -1.20702  -0.061
C7 -4.68251 4.13384 -0.58283  -0.038
C8 -4.52812 4.37541 0.77480  -0.039
C9 -3.60691 3.64939 1.52069  -0.050
C10 -2.84533 2.66468 0.91347  -0.105
C11 -3.15612 -1.45066 3.54123  -0.389
C12 -3.79072 -2.40953 4.32195  -0.072
C13 -4.60190 -1.99133 5.36375  -0.045
C14 -4.75591 -0.63502 5.62555  -0.046
C15 -4.09933 0.30686 4.84940  -0.049
C16 -3.29002 -0.09668 3.79570  -0.069
H1 -3.74406 -3.52341 1.50070  0.110
H2 -2.77009 -2.90839 0.18464  0.065
H3 -5.16212 -1.53227 1.56091  0.122
H4 -5.11011 -2.16148 -0.06795  0.133
H5 -3.57586 0.23716 1.03322  0.066
H6 -4.98024 0.32538 0.00406  0.132
H7 -3.77792 -0.38106 -1.93788  0.113
H8 -2.46311 -1.10682 -1.02070  0.079
H9 -4.01047 2.98553 -2.27151  0.123
H10 -5.38815 4.71268 -1.16195  0.122
H11 -5.12194 5.14243 1.25293  0.120
H12 -3.48382 3.85332 2.57620  0.116
H13 -2.12021 2.09487 1.48457  0.084
H14 -3.65432 -3.46754 4.13292  0.120
H15 -5.10629 -2.72464 5.97713  0.120
H16 -5.38442 -0.31504 6.44501  0.119
H17 -4.21642 1.36026 5.06477  0.114
H18 -2.77104 0.62702 3.18252  0.087
C17 2.47339 5.30927 1.48519  -0.188
Si1 0.94171 4.23797 1.41095  0.372
C18 -0.19874 4.77383 0.02721  -0.192
C19 0.08300 4.10205 3.06488  -0.208
As1 1.68362 1.98564 0.96038  0.930
Si2 2.74433 2.00351 -1.22997  0.365
C20 1.52515 2.77065 -2.41293  -0.190
C21 4.25186 3.07392 -1.00245  -0.192
C22 3.21619 0.27387 -1.71142  -0.188
Si3 3.31904 1.38744 2.64337  0.368
C23 4.51963 2.78947 2.90535  -0.204
C24 2.35877 1.12713 4.23173  -0.204
C25 4.22626 -0.10732 1.97698  -0.190
H19 2.44029 5.91259 2.39519  0.050
H20 2.49021 5.98932 0.63282  0.043
H21 3.41406 4.76224 1.49479  -0.003
H22 -1.01801 5.37215 0.43218  0.044
H23 -0.63947 3.94326 -0.52233  0.004
H24 0.34407 5.39565 -0.68510  0.038
H25 -0.43936 5.03274 3.29857  0.047
H26 0.80282 3.91719 3.86466  0.032
H27 -0.64982 3.29227 3.08400  0.011
H28 1.47277 3.85243 -2.28568  0.031
H29 0.52224 2.35964 -2.30712  0.006
H30 1.85665 2.57212 -3.43473  0.051
H31 4.00726 4.10957 -0.76868  0.028
H32 4.80657 3.07416 -1.94508  0.054
H33 4.92455 2.68719 -0.23573  0.023
H34 2.39665 -0.44053 -1.66803  0.004
H35 4.03590 -0.10240 -1.09791  0.035
H36 3.56785 0.30788 -2.74626  0.054
H37 4.04515 3.66761 3.34436  0.030
H38 5.07009 3.09197 2.01510  0.024
H39 5.25285 2.42607 3.63253  0.055
H40 2.51392 1.98051 4.89442  0.038
H41 2.71952 0.23711 4.74988  0.042
H42 1.28643 1.00043 4.08686  0.014
H43 5.14563 0.20924 1.48008  0.044
H44 3.65033 -0.69033 1.26054  0.005
H45 4.51199 -0.76590 2.79986  0.048
O3 1.50889 -3.10575 -1.87888  -0.236
S3 0.69225 -3.03027 -0.71791  0.688
O4 -0.73640 -3.13439 -0.84254  -0.282
N1 1.01193 -1.61185 0.11965  -0.066
C26 1.25613 -1.88237 1.38610  -0.515
O5 1.20536 -0.89309 2.20426  -0.134
C27 1.48758 -3.29362 1.72148  -0.139
C28 1.91017 -3.86359 2.90781  0.023
C29 2.09446 -5.24252 2.92859  -0.029
C30 1.86112 -6.01325 1.79450  -0.022
C31 1.42898 -5.43836 0.59906  0.000
C32 1.24911 -4.07497 0.59833  -0.201
H46 2.09996 -3.25559 3.78204  0.130
H47 2.43250 -5.72387 3.83545  0.121
H48 2.02304 -7.08163 1.83640  0.123
H49 1.25426 -6.03827 -0.28318  0.135

Results
Highest occupied orbital energy (spin up / spin down) = -14.3 / -14.3 eV
2S+1 = 5
Max |F| = 1.49 eV/Å
Net charge = +2
E = -7129.18226 Ha

2.
A structure of composition C32H49Br2I2O12P. Source: the OMol25 dataset; level of theory: ωB97M-V/def2-TZVPD.

Each line ends with the Löwdin charge.
Positions of all 98 atoms, in Å:
C1 0.64711 -6.54078 1.15409  -0.087
C2 -0.81283 -6.35638 1.82171  -0.238
O1 -0.82467 -5.08010 2.51275  -0.081
C3 -2.10243 -4.48689 2.50240  -0.420
O2 -3.17417 -5.09770 2.32997  0.053
C4 -2.17858 -2.92167 2.78718  -0.082
C5 -2.62816 -2.05070 1.50697  -0.210
C6 -1.36322 -1.18301 1.03608  -0.352
P1 -1.09255 -1.09125 -0.83268  0.925
C7 0.80513 -1.20703 -1.01920  -0.859
I1 1.81957 -2.72030 -2.21360  0.763
C8 1.63438 -0.27101 -0.33072  -0.800
C9 1.07952 0.91122 0.57268  -0.176
I2 3.80538 -0.41021 -0.53793  0.859
C10 -1.85786 -2.55684 -1.74090  -0.851
Br1 -1.37027 -4.34884 -0.95842  0.691
C11 -1.62768 -2.50676 -3.35145  -0.765
C12 -1.32824 -3.94222 -3.99036  -0.253
Br2 -3.27294 -1.79528 -4.27001  0.724
H1 0.73729 -7.59061 0.72526  0.085
H2 1.46139 -6.32088 1.92651  0.068
H3 0.81210 -5.81686 0.29127  0.042
H4 -0.93240 -7.19302 2.58309  0.132
H5 -1.56396 -6.44331 0.97648  0.090
H6 -1.16985 -2.57440 3.21610  0.112
H7 -2.92016 -2.79540 3.65334  0.129
H8 -3.12394 -2.66080 0.69157  0.077
H9 -3.43177 -1.33056 1.89848  0.115
H10 -0.37345 -1.50182 1.52287  0.064
H11 -1.54297 -0.10930 1.40768  0.088
H12 0.88461 0.48640 1.61887  0.080
H13 1.95185 1.64517 0.71393  0.069
H14 0.17410 1.40674 0.11045  0.041
H15 -2.99662 -2.47958 -1.60690  0.043
H16 -0.74885 -1.79800 -3.55704  0.055
H17 -0.27484 -4.30777 -3.75663  0.021
H18 -2.09111 -4.73751 -3.72759  0.063
H19 -1.36237 -3.81628 -5.13238  0.076
O3 6.79020 -0.00573 -0.35403  -0.019
C13 7.44196 0.87102 0.14808  -0.485
O4 8.10206 1.82573 -0.55899  0.035
C14 8.86352 2.64228 0.33887  -0.164
C15 8.20173 2.47416 1.68746  -0.165
C16 7.68703 1.05092 1.62203  -0.078
H20 9.89929 2.29017 0.33690  0.128
H21 8.84257 3.67875 -0.00084  0.127
H22 8.87658 2.65943 2.52450  0.118
H23 7.35822 3.16563 1.77544  0.122
H24 8.43980 0.32961 1.94832  0.136
H25 6.76550 0.92922 2.19050  0.129
O5 -0.83412 3.03238 1.36238  0.095
C17 -1.30337 3.81385 0.57554  -0.470
O6 -1.85736 5.00379 0.92753  0.024
C18 -2.41452 5.63248 -0.23515  -0.157
C19 -1.68923 5.01386 -1.40795  -0.158
C20 -1.40838 3.60954 -0.91313  -0.084
H26 -3.48943 5.43207 -0.25855  0.133
H27 -2.25781 6.71043 -0.17975  0.119
H28 -2.26334 5.04657 -2.33493  0.121
H29 -0.74409 5.53859 -1.57841  0.123
H30 -2.23810 2.92988 -1.12169  0.137
H31 -0.47754 3.21714 -1.32204  0.125
O7 1.85992 -1.73706 2.17628  0.075
C21 1.96983 -2.37834 3.18781  -0.456
O8 1.85932 -1.85174 4.43719  0.034
C22 2.15192 -2.86481 5.40756  -0.160
C23 1.91354 -4.17706 4.69585  -0.156
C24 2.28949 -3.84505 3.26669  -0.072
H32 3.19093 -2.74901 5.73009  0.128
H33 1.49835 -2.74371 6.27275  0.127
H34 2.48305 -5.00609 5.11892  0.120
H35 0.85171 -4.43822 4.74441  0.114
H36 3.35714 -3.98696 3.08205  0.142
H37 1.69646 -4.41350 2.55239  0.089
O9 -5.62127 -0.41906 -10.06060  0.117
C25 -5.49106 -1.08205 -9.06664  -0.482
O10 -5.53906 -0.57689 -7.80479  0.030
C26 -5.23764 -1.61575 -6.86412  -0.231
C27 -5.53894 -2.90786 -7.58782  -0.162
C28 -5.20858 -2.56063 -9.02504  -0.082
H38 -4.18489 -1.53474 -6.58038  0.021
H39 -5.85468 -1.49396 -5.97206  0.116
H40 -4.97664 -3.75915 -7.20080  0.117
H41 -6.60474 -3.14124 -7.50241  0.122
H42 -4.15333 -2.72790 -9.25259  0.134
H43 -5.84373 -3.10092 -9.72600  0.128
O11 -2.73145 8.47533 1.89422  0.111
C29 -1.68285 8.47405 2.48246  -0.480
O12 -0.63315 9.27926 2.16571  0.028
C30 0.48944 8.94413 2.99064  -0.165
C31 -0.09818 8.25883 4.20321  -0.164
C32 -1.31802 7.56859 3.62783  -0.078
H44 1.15498 8.28686 2.42327  0.128
H45 1.03282 9.85200 3.25684  0.126
H46 0.60012 7.57963 4.69451  0.119
H47 -0.41213 9.00781 4.93678  0.120
H48 -1.07883 6.57724 3.23541  0.128
H49 -2.12759 7.50970 4.35429  0.131

Results
Highest occupied orbital energy = -7.8 eV
2S+1 = 1
Max |F| = 3.76 eV/Å
Net charge = 0
E = -8236.32895 Ha

Look up the max |F| of the second one. 3.76 eV/Å